The following is a quantum chemistry calculation of a molecular structure, C31H19Cl4N3O8PtS4, from OMol25.

Positions of all 70 atoms, in Å:
Pt1 0.8261 -0.4690 0.5722
Cl1 -2.0038 -4.2363 6.3383
C1 -1.1309 -3.2616 5.1811
C2 -0.0683 -2.4684 5.6281
C3 0.6103 -1.6856 4.7370
Cl2 1.8945 -0.6756 5.3077
C4 0.3078 -1.6493 3.3370
O1 0.9753 -0.8505 2.5998
C5 -0.7577 -2.5032 2.9248
C6 -1.2066 -2.6322 1.5578
O2 -0.6209 -2.3228 0.5242
C7 -1.4763 -3.2669 3.8633
H1 0.2081 -2.4650 6.6730
H2 -2.1923 -3.1164 1.4530
H3 -2.3006 -3.8778 3.5161
O3 -3.5089 0.2123 -7.0703
S1 -2.5824 0.2310 -8.1884
O4 -2.3768 1.5492 -8.7782
O5 -2.7942 -0.8345 -9.1575
C8 -0.9318 -0.1271 -7.4701
N1 0.0366 -0.3484 -8.3659
C9 1.2422 -0.5621 -7.8370
C10 1.4973 -0.5380 -6.4865
C11 0.4170 -0.2809 -5.6220
N2 -0.8125 -0.0911 -6.1574
C12 0.5418 -0.2086 -4.1922
C13 -0.6088 -0.1013 -3.3566
C14 -0.4874 -0.0427 -2.0071
N3 0.7392 -0.0708 -1.3728
C15 1.8629 -0.1620 -2.1592
C16 1.7965 -0.2249 -3.5137
H4 2.0404 -0.7640 -8.5475
H5 2.4927 -0.7286 -6.1091
H6 -1.5834 -0.0614 -3.8230
H7 -1.3451 0.0585 -1.3574
H8 2.8098 -0.1833 -1.6376
H9 2.7261 -0.2630 -4.0643
O6 -0.7132 0.8292 0.7689
C17 -0.5235 1.6937 1.8421
C18 0.9529 2.0785 1.8992
C19 1.7265 2.2214 0.7740
C20 3.0446 2.6807 1.0560
C21 3.2348 2.9176 2.3767
S2 1.8257 2.5671 3.2927
C22 -1.3031 2.9745 1.5376
C23 -1.7159 3.9747 2.3622
C24 -2.3846 5.0142 1.6562
C25 -2.4629 4.7649 0.3204
S3 -1.7356 3.2703 -0.0970
C26 -1.1044 1.0709 3.0993
C27 -0.8511 1.2033 4.4296
C28 -1.7484 0.4478 5.2404
C29 -2.6724 -0.2237 4.5048
S4 -2.4592 0.0410 2.8253
H10 1.3437 2.0694 -0.2279
H11 3.8003 2.8372 0.3008
H12 4.1218 3.2685 2.8787
H13 -1.5498 3.9695 3.4309
H14 -2.7987 5.8936 2.1298
H15 -2.9180 5.3741 -0.4439
H16 -0.0499 1.7968 4.8443
H17 -1.6907 0.4062 6.3192
H18 -3.4629 -0.8674 4.8561
Cl3 2.2582 -5.2346 0.8673
C30 2.1159 -3.7046 -0.0134
Cl4 2.4906 -3.9252 -1.7390
C31 3.0811 -2.6287 0.5405
O7 4.1746 -2.9542 0.9400
O8 2.6514 -1.4145 0.4477
H19 1.0862 -3.3898 0.0404

Charge = -2
Multiplicity = 3
Energy above the lowest of the compared OMol25 structures with the same formula, charge and spin = 11.8 kcal/mol
LUMO level (spin up / spin down) = 2.999 / 2.102 eV
Expectation value of S² = 2.0269
Strongest force on any atom = 0.011 Eh/bohr


The following is a quantum chemistry calculation of a molecular structure, C33H29FeN8O6Se, from OMol25.

Positions of all 78 atoms, in Å:
Fe1 -0.1530 -0.0695 0.3704
C1 -0.0357 -1.0147 -2.3804
N1 -0.2464 -1.5899 -1.0339
C2 -1.6806 -1.8378 -0.7193
C3 -2.3522 -0.5287 -0.2981
C4 -3.5386 -0.5358 0.4397
C5 -4.1745 0.6556 0.6716
C6 -3.6245 1.8470 0.1808
C7 -2.4398 1.7836 -0.4982
N2 -1.8053 0.6083 -0.7560
C8 0.7066 -2.6690 -0.6720
C9 1.5423 -2.3312 0.5483
C10 2.2155 -3.2846 1.2808
C11 3.0604 -2.8655 2.3017
C12 3.2185 -1.5119 2.5477
C13 2.4879 -0.6198 1.7902
N3 1.6563 -1.0151 0.8073
C14 0.8720 0.1830 -2.3159
C15 1.5544 0.6573 -3.4196
C16 2.3103 1.8123 -3.2936
C17 2.3675 2.4539 -2.0646
C18 1.6698 1.9131 -1.0053
N4 0.9394 0.7928 -1.1291
H1 0.3680 -1.7683 -3.0577
H2 -0.9991 -0.7051 -2.7775
H3 -2.2749 -2.2518 -1.5396
H4 -1.7413 -2.5473 0.0991
H5 -3.9554 -1.4701 0.8021
H6 -5.1034 0.6741 1.2310
H7 -4.1179 2.7986 0.3332
H8 -1.9529 2.6775 -0.8758
H9 0.2059 -3.6299 -0.5657
H10 1.4061 -2.7718 -1.5038
H11 2.1056 -4.3365 1.0410
H12 3.5952 -3.5957 2.8996
H13 3.8833 -1.1525 3.3215
H14 2.5576 0.4502 1.9501
H15 1.4871 0.1339 -4.3671
H16 2.8517 2.2071 -4.1460
H17 2.9458 3.3585 -1.9247
H18 1.6825 2.3699 -0.0221
O1 -1.1913 1.1219 3.2630
C19 -0.4820 1.8786 2.5401
O2 0.0075 1.5768 1.4170
C20 -0.1863 3.2561 3.0318
C21 0.4656 4.1510 2.1941
C22 0.7519 5.4095 2.6630
C23 0.4199 5.8305 3.9305
C24 -0.2269 4.9160 4.7324
C25 -0.5391 3.6416 4.3176
N5 -0.6007 5.3333 6.1130
O3 -1.1779 4.5173 6.8055
O4 -0.3064 6.4592 6.4436
N6 1.4623 6.3591 1.7578
O5 1.6648 7.4750 2.1755
O6 1.7944 5.9378 0.6648
H19 0.7433 3.8795 1.1890
H20 0.6530 6.8276 4.2769
H21 -1.0428 2.9700 4.9940
C26 -2.2652 -4.0915 3.4875
N7 -2.8145 -2.7822 3.8644
C27 -2.3073 -1.5836 3.5849
Se1 -0.6904 -1.2563 2.6546
N8 -3.0714 -0.6500 4.1355
C28 -4.1350 -1.2482 4.8170
C29 -5.1867 -0.7111 5.5475
C30 -6.0681 -1.6179 6.0975
C31 -5.9051 -3.0053 5.9270
C32 -4.8546 -3.5296 5.2002
C33 -3.9748 -2.6063 4.6491
H22 -1.3524 -3.9507 2.9169
H23 -2.9904 -4.6349 2.8868
H24 -2.0376 -4.6597 4.3857
H25 -2.8627 0.3353 4.0184
H26 -5.3063 0.3562 5.6862
H27 -6.9058 -1.2528 6.6784
H28 -6.6202 -3.6789 6.3832
H29 -4.7290 -4.5994 5.0731

Charge = +2
Multiplicity = 2
Energy above the lowest of the compared OMol25 structures with the same formula, charge and spin = 8.6 kcal/mol
LUMO level (spin up / spin down) = -5.277 / -7.624 eV
Expectation value of S² = 0.8300
Strongest force on any atom = 0.055 Eh/bohr


The following is a quantum chemistry calculation of a molecular structure, C33H22Cl8N4O2V, from OMol25.

Positions of all 70 atoms, in Å:
V1 0.4354 0.4671 0.0891
N1 -2.6497 1.8325 2.4533
C1 -2.2299 2.4879 1.3063
O1 -2.8971 2.4743 0.2908
C2 -0.9207 3.2095 1.4199
C3 0.2354 2.1974 1.3194
H1 -3.2916 1.0787 2.2455
H2 -1.8915 1.5340 3.0510
H3 -0.8776 3.7072 2.3985
H4 -0.8915 3.9761 0.6506
H5 0.1980 1.5915 2.2416
H6 1.1716 2.7573 1.4061
Cl1 -7.1817 0.9188 -0.9070
C4 -5.8568 0.0701 -1.6911
C5 -4.6174 0.6830 -1.8091
C6 -3.5859 0.0025 -2.4188
Cl2 -2.0256 0.8067 -2.5329
C7 -3.6945 -1.3252 -2.9704
O2 -2.7629 -1.9420 -3.5379
C8 -5.0150 -1.8617 -2.7913
Cl3 -5.2975 -3.4786 -3.4033
C9 -6.0603 -1.2081 -2.1764
H7 -4.4348 1.6616 -1.3922
H8 -7.0236 -1.6911 -2.0808
C10 -3.1790 -1.8385 1.3712
C11 -2.5748 -2.7696 2.2189
C12 -1.2228 -2.6872 2.4870
C13 -0.4425 -1.6732 1.9023
C14 -1.0250 -0.7432 1.0245
C15 -2.4022 -0.8469 0.7911
C16 0.9838 -1.5124 2.1761
C17 1.7089 -2.3643 3.0091
C18 3.0249 -2.1193 3.3211
C19 3.6220 -0.9142 2.8518
C20 4.9205 -0.5286 3.2164
C21 5.4713 0.6577 2.7759
C22 4.7126 1.4943 1.9610
C23 3.4314 1.1348 1.5837
C24 2.8589 -0.0762 1.9930
N2 1.5877 -0.4297 1.5672
H9 -4.2392 -1.9021 1.1496
H10 -3.1651 -3.5599 2.6710
H11 -0.7808 -3.4144 3.1595
H12 -2.8800 -0.1442 0.1169
H13 1.2154 -3.2364 3.4175
H14 3.5915 -2.7882 3.9578
H15 5.4891 -1.1909 3.8619
H16 6.4788 0.9354 3.0629
H17 5.1257 2.4315 1.6064
H18 2.8570 1.7825 0.9429
N3 -0.3473 -2.8736 -2.6778
C25 0.2894 -2.0726 -3.5921
C26 0.7432 -0.9991 -2.8964
N4 0.3559 -1.1142 -1.5758
C27 -0.3069 -2.2425 -1.4940
H19 -1.0524 -3.5534 -2.9055
H20 0.3191 -2.3097 -4.6398
H21 1.2883 -0.1464 -3.2574
H22 -0.8082 -2.5993 -0.6105
Cl4 0.2472 3.3943 -1.7679
C28 1.8255 2.6577 -1.9446
C29 2.0373 1.4173 -1.3665
C30 3.2661 0.8448 -1.6569
Cl5 3.5935 -0.7805 -1.0793
C31 4.2611 1.4723 -2.3979
Cl6 5.7909 0.7092 -2.6895
C32 4.0183 2.7429 -2.9127
Cl7 5.2380 3.5617 -3.8271
C33 2.7784 3.3390 -2.6967
Cl8 2.4596 4.9057 -3.3694

Charge = -2
Multiplicity = 4
Energy above the lowest of the compared OMol25 structures with the same formula, charge and spin = 1.8 kcal/mol
LUMO level (spin up / spin down) = 3.920 / 3.920 eV
Expectation value of S² = 3.7989
Strongest force on any atom = 0.013 Eh/bohr


What is the expectation value of S² in the third record?
3.7989